No. 1
2 unconnected molecules or ions with the total composition C33H38N3, computed with ωB97M-V with the def2-TZVPD basis set.

Relative energy (zero: lowest compared OMol25 entry of this formula, charge and spin): 25.4 kcal per mole
LUMO energy: -0.151 Ha
Strongest force on any atom: 1.874 eV Å⁻¹
HOMO: -10.30 eV
Charge: +1
Electronic energy: -39301.9445 eV

```
74
Properties=species:S:1:pos:R:3:mulliken_charge:R:1
N -4.965 0.572 2.360 -0.01
N 1.129 -1.253 -2.071 0.09
N 2.956 2.050 -0.062 0.12
C 1.702 -2.594 -2.114 0.01
C 2.299 2.556 1.056 0.39
C 6.683 -2.163 -2.913 -0.41
C 5.917 -3.280 -3.280 -0.67
C -6.273 0.671 1.758 -0.58
C -1.485 0.240 0.067 1.00
C 0.003 2.754 1.752 -0.25
C -3.908 0.584 0.187 0.32
C 2.676 3.682 1.776 -0.86
C -3.845 0.383 1.598 0.56
C 4.259 2.482 -0.527 -0.74
C -6.229 1.569 0.545 -0.86
C -3.747 0.392 4.459 -0.83
C -1.480 -0.119 1.440 -1.01
C 0.968 2.067 1.027 0.44
C 4.681 -3.506 -2.659 -0.24
C -5.031 0.092 3.719 -0.58
C 0.453 -3.494 -2.186 -0.85
C 0.386 3.810 2.592 -0.95
C 6.218 -1.298 -1.911 -0.77
C 0.860 1.175 -0.142 0.32
C -2.535 -0.163 3.702 -0.84
C 4.985 -1.544 -1.287 0.00
C 4.195 -2.638 -1.669 0.14
C -0.621 -2.588 -2.858 -0.46
C -5.171 1.080 -0.453 -0.88
C 2.130 1.247 -0.775 -1.91
C 0.086 -1.255 -3.120 -0.48
C -0.303 0.594 -0.669 0.35
C -2.614 0.008 2.219 0.59
C -2.762 0.360 -0.557 -0.97
C 2.805 -2.868 -1.081 -1.03
C 1.703 4.292 2.582 -0.66
H 2.656 -2.256 -0.180 0.37
H -2.811 0.410 -1.646 0.48
H -5.624 0.279 -1.054 0.38
H 7.648 -1.983 -3.386 0.37
H -0.362 4.286 3.230 0.40
H -6.942 1.061 2.535 0.40
H 2.495 0.842 -1.713 0.56
H 6.277 -3.974 -4.043 0.37
H -1.419 -2.401 -2.129 0.05
H 2.171 -2.686 -3.114 0.34
H 0.134 -3.766 -1.176 0.36
H 0.566 -1.263 -4.117 0.48
H 4.071 -4.365 -2.953 0.37
H -3.644 1.478 4.584 0.31
H 1.968 5.150 3.204 0.38
H 3.687 4.067 1.681 0.26
H 0.661 -4.418 -2.743 0.28
H -2.423 -1.227 3.952 0.35
H -1.048 2.511 1.611 0.41
H -0.458 0.757 -1.735 0.61
H 4.875 1.609 -0.787 0.17
H -1.056 -3.014 -3.763 0.45
H -7.223 1.555 0.094 0.37
H -5.225 -0.998 3.730 0.29
H 6.813 -0.431 -1.608 0.36
H -0.591 -0.407 -3.062 0.29
H -6.001 2.593 0.865 0.30
H -6.629 -0.337 1.472 0.29
H -1.628 0.332 4.067 0.37
H -0.554 -0.476 1.893 0.53
H 4.743 3.006 0.301 0.35
H 4.607 -0.882 -0.503 0.54
H 2.732 -3.926 -0.786 0.35
H -5.885 0.596 4.187 0.40
H 1.860 -0.590 -2.294 -0.17
H -4.944 1.889 -1.158 0.41
H 4.190 3.151 -1.408 0.32
H -3.813 -0.066 5.447 0.37
```

***

No. 2
A molecular structure, C33H38N3O2SSiSr, computed with ωB97M-V with the def2-TZVPD basis set.

Relative energy (zero: lowest compared OMol25 entry of this formula, charge and spin): 17.8 kcal per mole
LUMO energy: 0.088 Ha
Strongest force on any atom: 1.307 eV Å⁻¹
HOMO: -4.02 eV
Charge: -1
Electronic energy: -62957.1351 eV

```
79
Properties=species:S:1:pos:R:3:mulliken_charge:R:1
Sr 0.538 0.437 -0.808 1.32
S -1.748 -1.945 -0.670 0.27
Si 0.828 0.142 2.421 0.34
O -2.670 2.281 -3.323 -0.73
O 2.498 -2.182 -3.907 -0.72
N -1.247 2.141 -1.470 0.15
N 2.310 -1.057 -1.876 0.03
N 0.085 0.200 -3.220 -0.33
C 4.967 -3.395 0.383 -0.77
C -1.641 1.947 -2.727 -0.07
C -1.991 0.520 2.847 0.00
C -3.334 2.511 -0.194 1.12
C 3.812 -3.967 -0.126 -1.01
C 2.073 -1.291 -3.164 -0.22
C -0.874 -0.233 3.228 -0.26
C -1.439 4.017 0.014 1.40
C -2.354 -1.493 4.700 -0.62
C 5.237 -2.063 0.122 -0.92
C -3.421 4.389 1.337 -0.90
C -3.253 0.287 3.372 -0.53
C 1.652 -3.858 -1.397 -1.20
C 2.922 -3.232 -0.900 1.31
C 1.074 1.642 -5.344 -0.42
C 1.238 -0.167 -3.800 0.83
C -1.091 -1.241 4.174 0.12
C 4.656 0.157 -0.896 -1.28
C 3.211 -1.886 -1.174 -0.20
C -0.032 4.403 -0.351 -1.31
C -2.040 2.896 -0.581 -0.30
C -3.974 1.270 -0.741 -1.52
C -0.517 1.340 -3.593 0.74
C 4.369 -1.298 -0.648 1.28
C -0.063 2.071 -4.683 -1.05
C -3.442 -0.730 4.301 -0.54
C -2.138 4.752 0.963 -0.95
C 2.007 -1.166 3.171 -1.31
C -2.241 -2.676 0.895 -0.50
C -4.004 3.274 0.758 -0.64
C 1.333 1.729 3.386 -1.43
C -2.193 -3.257 -1.811 -1.27
C 1.749 0.523 -4.890 -1.01
H 4.488 0.426 -1.939 0.24
H 6.133 -1.599 0.520 0.32
H 3.004 -1.069 2.733 0.25
H 1.581 -3.787 -2.483 0.34
H 0.778 -3.350 -0.976 0.07
H -3.960 4.962 2.081 0.39
H -3.271 -3.414 -1.822 0.38
H -0.600 2.963 -4.973 0.49
H 4.005 0.796 -0.289 0.13
H 1.455 2.202 -6.191 0.41
H -4.426 -0.923 4.710 0.36
H -4.046 1.312 -1.828 0.36
H 2.324 2.078 3.082 0.37
H 2.106 -1.066 4.258 0.37
H 5.686 0.398 -0.632 0.43
H 1.608 -4.910 -1.110 0.37
H -0.258 -1.856 4.496 0.26
H -3.388 0.383 -0.489 0.15
H 1.678 -2.186 2.951 0.33
H 5.647 -3.984 0.987 0.40
H 0.198 5.406 0.012 0.44
H -1.662 5.617 1.412 0.34
H 1.355 1.544 4.466 0.36
H -1.686 -4.186 -1.549 0.32
H -2.486 -2.289 5.425 0.37
H -4.973 1.144 -0.321 0.41
H -1.869 -2.954 -2.805 0.35
H -4.090 0.894 3.046 0.44
H -1.757 -3.642 1.037 0.40
H -5.004 2.974 1.051 0.37
H 0.127 4.373 -1.429 0.26
H 2.668 0.175 -5.342 0.49
H 0.696 3.721 0.104 0.12
H 3.585 -5.006 0.086 0.33
H -1.880 1.310 2.106 0.24
H -1.923 -2.004 1.691 -0.27
H 0.628 2.544 3.199 0.30
H -3.324 -2.790 0.947 0.38
```

***

No. 3
A molecular structure, C33H39AsBiBrN7O2SSi2, computed with ωB97M-V with the def2-TZVPD basis set.

Relative energy (zero: lowest compared OMol25 entry of this formula, charge and spin): 14.8 kcal per mole
LUMO energy: -0.105 Ha
Strongest force on any atom: 0.507 eV Å⁻¹
HOMO: -9.99 eV
Charge: +1
Electronic energy: -212690.6449 eV

```
87
Properties=species:S:1:pos:R:3:mulliken_charge:R:1
Bi 0.357 1.612 0.694 1.17
Br 3.801 0.462 2.626 -0.10
As -0.340 1.933 -1.849 -0.19
S -0.037 2.599 4.086 -0.28
Si -0.532 0.108 -3.333 0.49
Si -2.453 2.959 -2.254 0.59
O -2.311 -0.692 3.049 -0.69
O -1.260 0.469 1.482 -0.37
N 4.379 -4.374 -1.590 0.04
N 1.135 -0.168 2.691 0.06
N -2.658 2.087 4.600 0.18
N -2.368 3.373 2.882 1.14
N 2.565 -5.342 -0.715 -0.58
N -0.771 3.934 1.274 0.81
N 1.327 -0.484 -0.157 0.77
C 3.434 -6.320 -1.157 0.56
C 2.562 -2.909 -0.699 1.14
C 3.258 -1.709 -0.814 -0.56
C 0.043 -0.841 3.050 0.97
C 5.619 -6.485 -2.254 -1.07
C -3.909 2.408 4.111 -0.77
C 4.326 -8.460 -1.657 -0.49
C -1.767 4.339 2.050 -0.86
C -0.767 0.967 -4.987 -1.15
C -3.341 3.387 -0.651 -0.79
C 0.092 -1.967 3.851 -0.66
C 3.302 -7.711 -1.125 -0.79
C -1.693 2.671 3.854 -0.19
C 4.579 -5.733 -1.711 0.77
C -1.283 -0.328 2.531 -0.06
C 2.299 -0.583 3.127 -0.21
C -0.502 6.185 0.511 -0.95
C -2.413 1.219 5.737 -0.95
C -1.909 -1.072 -2.847 -1.13
C -2.216 5.652 2.085 -0.69
C -3.679 1.914 -3.226 -1.25
C -1.573 6.588 1.298 -0.62
C 1.337 -2.408 4.283 -0.58
C -2.017 4.519 -3.202 -1.15
C 5.468 -7.854 -2.214 -0.39
C -0.147 4.850 0.528 -0.23
C -3.741 3.226 3.060 -0.53
C 1.067 -0.858 -3.518 -0.93
C 1.225 -2.857 -0.301 -0.78
C 2.473 -1.706 3.923 -0.54
C 2.605 -0.525 -0.529 -1.33
C 0.648 -1.633 -0.055 -0.77
C 3.159 -4.213 -0.987 -0.32
H -1.493 -1.889 -2.256 0.37
H 3.129 0.422 -0.587 0.54
H -1.530 1.743 -5.017 0.32
H 1.074 -1.282 -4.525 0.49
H 1.150 -1.684 -2.813 0.06
H -1.431 1.453 6.140 0.35
H -2.894 4.926 -3.709 0.42
H -2.684 -0.593 -2.252 0.29
H -3.174 1.406 6.491 0.40
H -2.445 0.176 5.423 0.29
H 0.667 4.495 -0.096 0.37
H 6.499 -6.025 -2.681 0.39
H 1.949 -0.225 -3.426 0.31
H -1.634 5.281 -2.521 0.26
H 4.259 -9.539 -1.652 0.39
H -1.017 0.222 -5.747 0.38
H -4.297 2.609 -3.801 0.42
H -3.269 1.188 -3.925 0.30
H 1.422 -3.292 4.900 0.48
H -4.334 1.378 -2.537 0.35
H -2.379 -1.511 -3.730 0.41
H -4.805 2.006 4.546 0.50
H -0.392 -1.550 0.234 0.61
H 4.303 -1.673 -1.088 0.38
H 0.045 6.883 -0.105 0.49
H -3.030 5.923 2.741 0.56
H -1.246 4.335 -3.951 0.33
H 5.008 -3.652 -1.891 0.17
H 6.248 -8.482 -2.622 0.39
H -4.417 3.382 -0.841 0.59
H -4.451 3.674 2.391 0.57
H 2.423 -8.169 -0.695 0.44
H 0.660 -3.771 -0.199 0.58
H -0.826 -2.470 4.117 0.56
H -3.071 4.379 -0.286 0.22
H 0.182 1.426 -5.271 0.31
H 3.458 -2.007 4.246 0.51
H -1.891 7.621 1.312 0.45
H -3.142 2.657 0.133 -0.01
```

***

no.,frontier orbital gap (eV)
1,6.20
2,6.41
3,7.14